# 1
{"formula": "C32H58BrCl8F2N3O2P", "method": "ωB97M-V with the def2-TZVPD basis set", "elements": ["C", "C", "C", "Br", "C", "C", "C", "C", "C", "O", "C", "C", "C", "C", "F", "N", "N", "C", "C", "C", "C", "C", "O", "F", "C", "C", "C", "C", "N", "P", "C", "C", "C", "H", "H", "H", "H", "H", "H", "H", "H", "H", "H", "H", "H", "H", "H", "H", "H", "H", "H", "H", "H", "H", "H", "H", "H", "H", "H", "H", "H", "H", "H", "H", "H", "H", "H", "H", "H", "H", "H", "H", "H", "H", "H", "Cl", "C", "C", "Cl", "H", "H", "H", "H", "Cl", "C", "C", "Cl", "H", "H", "H", "H", "Cl", "C", "C", "Cl", "H", "H", "H", "H", "Cl", "C", "C", "Cl", "H", "H", "H", "H"], "coordinates": [[-1.246, 1.649, 0.169], [-0.645, 0.497, 0.435], [0.054, -0.951, 0.698], [-1.236, -1.630, 2.115], [0.155, -1.973, -0.585], [-0.758, -3.292, -0.625], [-2.230, -3.183, -1.249], [-3.269, -2.178, -0.566], [-4.698, -2.054, -1.360], [-5.711, -1.391, -0.540], [-5.935, -0.016, -0.951], [0.428, -1.431, -2.062], [-0.707, -0.766, -2.942], [0.037, 0.254, -3.997], [-1.797, -0.074, -2.328], [1.579, -2.475, -0.240], [2.225, -3.598, -0.728], [3.175, -3.368, -1.843], [2.854, -4.243, -3.186], [2.355, -1.792, 0.654], [3.875, -2.097, 1.121], [4.929, -0.925, 0.669], [5.418, -0.217, 1.591], [5.360, -0.713, -0.685], [1.502, -0.517, 1.255], [2.149, 0.923, 0.936], [2.516, 1.227, -0.601], [3.124, 2.754, -0.634], [2.374, 3.647, -1.607], [1.919, -0.658, 3.145], [1.718, -2.504, 3.710], [0.710, 0.273, 4.257], [0.201, 1.709, 3.743], [-2.026, 2.388, -0.252], [-0.218, -4.048, -1.341], [-0.811, -3.879, 0.384], [-2.256, -2.977, -2.400], [-2.699, -4.252, -1.153], [-2.833, -1.129, -0.287], [-3.560, -2.645, 0.467], [-5.066, -3.161, -1.458], [-4.592, -1.621, -2.420], [-5.553, 0.257, -1.999], [-5.479, 0.714, -0.166], [-7.089, 0.161, -0.968], [1.365, -0.733, -2.089], [0.772, -2.368, -2.677], [-1.167, -1.586, -3.636], [1.091, -0.186, -4.228], [0.067, 1.339, -3.625], [-0.553, 0.158, -4.994], [2.559, -4.239, 0.003], [3.279, -2.275, -2.186], [4.234, -3.700, -1.488], [3.355, -5.294, -3.093], [3.241, -3.750, -4.156], [1.705, -4.374, -3.222], [4.321, -3.059, 0.629], [4.021, -2.250, 2.245], [3.159, 0.960, 1.525], [1.560, 1.835, 1.326], [3.192, 0.457, -1.119], [1.520, 1.281, -1.205], [4.265, 2.747, -0.807], [2.961, 3.233, 0.421], [2.213, 3.074, -2.463], [3.044, 4.416, -1.814], [1.346, -3.184, 2.856], [1.071, -2.592, 4.655], [2.780, -2.895, 4.001], [1.280, 0.471, 5.263], [-0.148, -0.461, 4.562], [-0.669, 1.657, 2.992], [-0.234, 2.257, 4.681], [1.081, 2.384, 3.393], [4.882, -0.295, 5.262], [4.525, -0.157, 7.002], [3.547, -1.217, 7.471], [1.912, -0.964, 6.810], [4.148, 0.850, 7.191], [5.475, -0.269, 7.529], [3.457, -1.183, 8.559], [3.876, -2.220, 7.188], [1.370, 4.467, 2.652], [0.175, 5.425, 1.737], [-1.171, 5.494, 2.437], [-2.010, 3.924, 2.450], [0.088, 4.990, 0.738], [0.589, 6.431, 1.635], [-1.824, 6.196, 1.913], [-1.069, 5.832, 3.470], [-9.974, 1.163, 1.171], [-10.838, 1.031, -0.381], [-9.930, 0.568, -1.504], [-8.719, 1.800, -1.940], [-11.288, 2.002, -0.601], [-11.644, 0.308, -0.234], [-10.520, 0.373, -2.402], [-9.399, -0.350, -1.240], [1.869, 4.636, -5.418], [2.679, 3.387, -6.396], [2.196, 1.991, -6.054], [2.714, 1.481, -4.427], [3.756, 3.487, -6.248], [2.456, 3.610, -7.442], [2.614, 1.270, -6.760], [1.106, 1.919, -6.100]], "atomic_forces_ev_per_a": [[2.414, -7.014, 0.638], [-3.230, 4.848, -2.290], [-1.776, 4.326, -0.584], [1.151, -0.072, -0.726], [0.851, -0.791, 0.172], [-0.229, -1.297, -0.586], [-1.298, -0.150, -0.551], [-0.730, 0.182, 1.337], [0.606, -1.727, 0.693], [1.447, 0.589, -2.104], [-1.135, 1.061, 0.588], [0.563, 0.352, -0.262], [0.204, 0.338, -2.676], [-0.882, -1.665, -0.260], [1.703, -1.141, -0.365], [4.301, 1.255, 3.901], [-0.381, -0.994, -1.717], [1.858, -0.639, -1.684], [-0.221, -0.425, 0.697], [-2.235, 1.890, -0.313], [0.771, -0.828, -2.317], [1.894, 3.166, 4.135], [-2.179, -3.470, -5.216], [-1.523, -1.120, 3.025], [0.751, -2.731, -0.198], [1.565, 0.331, -0.735], [-1.159, 1.411, -0.096], [-0.025, -0.234, 1.030], [1.315, -1.188, 0.238], [0.371, -0.389, 1.373], [0.525, -0.673, -0.184], [-1.058, 0.307, 1.004], [-0.222, 0.059, 1.140], [1.956, -1.426, 1.173], [-0.667, 1.574, 1.308], [0.163, 1.560, -1.610], [0.535, -0.310, 2.055], [0.974, 1.868, -0.148], [-0.715, -1.868, -0.910], [0.468, 0.882, -1.810], [0.580, 1.946, -0.016], [-0.172, -0.376, 1.649], [-0.350, -0.663, 1.524], [-0.679, -1.200, -1.387], [2.294, -0.354, 0.172], [-1.836, -1.097, 0.484], [-0.758, 1.636, 1.182], [0.556, 1.415, 1.618], [-2.141, 0.907, 0.616], [0.037, -1.789, -0.464], [0.887, 0.559, 1.716], [-0.417, 0.746, -0.470], [-0.462, -1.471, 1.065], [-1.717, 0.711, -0.577], [-1.071, 1.905, -0.205], [-0.636, -0.666, 1.733], [1.905, 0.110, -0.197], [-1.155, 1.676, 0.692], [-0.633, 0.850, -1.627], [-1.905, -0.192, -0.968], [0.433, -1.922, -0.559], [-0.792, 1.100, 0.946], [1.668, -0.151, 1.004], [-1.689, -0.179, 0.128], [0.372, -0.994, -1.796], [0.384, 1.048, 0.647], [-0.951, -0.735, -0.254], [0.276, 0.963, 1.473], [0.777, 0.114, -1.683], [-1.825, 0.793, -0.430], [-0.829, -0.329, -2.500], [1.279, 1.548, -0.678], [1.750, -0.009, 0.955], [0.742, -0.967, -1.675], [-1.845, -1.797, 0.548], [-0.061, 0.016, -0.035], [0.006, 0.001, 0.255], [0.316, -0.075, 0.276], [0.305, -0.381, 0.554], [-0.010, -0.183, -0.097], [-0.146, -0.076, -0.035], [0.022, 0.071, -0.131], [-0.072, 0.187, -0.053], [0.127, 0.619, -0.245], [-0.248, 0.251, -0.243], [0.169, 0.286, 0.016], [-0.095, 0.105, 0.018], [0.037, -0.042, 0.192], [-0.081, -0.105, 0.083], [0.141, -0.084, -0.014], [0.029, -0.140, -0.147], [0.039, 0.026, -0.023], [-0.145, -0.033, -0.167], [-0.233, -0.178, 0.017], [-0.138, 0.182, -0.079], [0.174, -0.124, 0.028], [0.150, 0.020, -0.057], [0.021, 0.083, 0.125], [-0.034, 0.176, 0.051], [0.019, -0.070, 0.080], [0.114, -0.084, -0.127], [-0.098, 0.076, -0.421], [0.952, 0.446, -0.057], [-0.194, -0.045, 0.063], [-0.045, -0.107, 0.127], [0.035, 0.119, 0.096], [0.149, 0.081, 0.115]], "total_charge": 1, "gap_ev": 6.5, "e_homo_ev": -10.5, "spin_multiplicity": 1}

---

# 2
{"formula": "C19H21F13NO7PS2", "method": "ωB97M-V with the def2-TZVPD basis set", "elements": ["O", "C", "O", "C", "C", "C", "C", "S", "C", "S", "N", "C", "C", "O", "C", "C", "C", "C", "C", "C", "F", "F", "C", "F", "F", "C", "F", "F", "C", "F", "F", "C", "F", "F", "C", "F", "F", "F", "P", "O", "O", "O", "O", "H", "H", "H", "H", "H", "H", "H", "H", "H", "H", "H", "H", "H", "H", "H", "H", "H", "H", "H", "H", "H"], "coordinates": [[1.597, 1.366, 3.091], [1.098, 1.795, 2.108], [1.747, 2.415, 1.088], [0.997, 2.133, -0.103], [1.482, 0.830, -0.732], [2.990, 0.886, -0.972], [3.518, -0.236, -1.856], [2.987, -1.894, -1.337], [4.239, -2.460, -0.269], [4.022, -3.904, 0.447], [5.396, -1.652, -0.140], [6.618, -2.360, -0.550], [7.788, -1.371, -0.602], [7.610, -0.267, 0.262], [6.982, -0.667, 1.457], [5.533, -1.075, 1.209], [-0.453, 2.112, 0.454], [-1.338, 1.069, -0.198], [-2.809, 1.102, 0.259], [-3.684, 0.450, -0.789], [-3.659, 1.179, -1.937], [-3.230, -0.802, -1.101], [-5.163, 0.333, -0.332], [-5.204, -0.170, 0.925], [-5.650, 1.597, -0.288], [-6.109, -0.505, -1.260], [-7.346, 0.019, -1.199], [-5.664, -0.367, -2.520], [-6.215, -2.048, -0.945], [-6.279, -2.686, -2.130], [-5.117, -2.477, -0.297], [-7.474, -2.545, -0.158], [-8.574, -2.276, -0.870], [-7.330, -3.884, -0.069], [-7.695, -2.055, 1.299], [-7.925, -0.752, 1.350], [-8.748, -2.685, 1.787], [-6.645, -2.337, 2.047], [-1.114, 3.827, 0.350], [-1.751, 4.069, -0.943], [0.092, 4.821, 0.619], [-2.055, 3.985, 1.632], [-0.232, 1.802, 1.856], [1.165, 2.934, -0.821], [0.975, 0.712, -1.691], [1.232, -0.009, -0.081], [3.216, 1.844, -1.447], [3.515, 0.856, -0.021], [3.203, -0.119, -2.893], [4.605, -0.256, -1.841], [6.448, -2.789, -1.536], [6.836, -3.178, 0.144], [7.925, -0.968, -1.603], [8.697, -1.918, -0.322], [7.535, -1.487, 1.930], [7.009, 0.181, 2.137], [5.241, -1.800, 1.977], [4.869, -0.217, 1.306], [-1.268, 1.154, -1.279], [-0.929, 0.107, 0.113], [-2.901, 0.568, 1.201], [-3.173, 2.123, 0.359], [0.530, 4.701, 1.473], [-1.961, 3.245, 2.250]], "atomic_forces_ev_per_a": [[0.038, 0.096, 0.163], [0.292, 0.396, 0.114], [0.146, -0.443, 0.093], [-0.148, -0.315, -0.365], [0.209, 0.330, 0.202], [-0.151, -0.078, -0.043], [0.126, -0.101, 0.025], [-0.063, 0.162, -0.097], [-0.010, -0.078, -0.110], [0.038, -0.031, 0.059], [0.130, 0.100, 0.007], [-0.127, 0.066, 0.200], [0.058, -0.181, -0.034], [-0.031, 0.116, -0.058], [-0.029, 0.067, 0.081], [-0.058, -0.118, 0.161], [0.478, 0.544, -0.215], [-0.345, -0.183, 0.576], [0.346, 0.014, -0.414], [-0.053, -0.163, -0.136], [0.074, -0.150, 0.298], [-0.039, 0.228, 0.091], [-0.142, 0.324, -0.034], [-0.048, 0.065, -0.113], [0.067, -0.341, 0.041], [0.147, -0.079, -0.005], [0.063, 0.038, 0.019], [-0.097, -0.041, 0.044], [-0.009, 0.043, -0.071], [-0.004, 0.054, 0.143], [-0.097, -0.003, -0.073], [0.235, -0.076, 0.116], [-0.089, -0.007, -0.036], [-0.035, 0.005, -0.066], [0.034, 0.018, -0.434], [-0.042, 0.403, -0.065], [-0.418, -0.242, 0.173], [0.444, -0.128, 0.283], [-0.599, 0.165, -0.455], [0.142, -0.015, 0.242], [0.205, -0.088, 0.087], [0.089, -0.266, 0.016], [-0.374, -0.495, -0.237], [-0.068, 0.226, 0.197], [-0.145, -0.145, 0.039], [-0.016, -0.149, -0.109], [0.195, 0.011, -0.009], [0.017, 0.112, 0.073], [-0.172, -0.073, -0.007], [0.037, 0.083, -0.001], [0.026, -0.077, -0.013], [-0.022, -0.082, -0.013], [-0.048, 0.082, -0.004], [0.077, 0.054, -0.046], [0.064, -0.040, -0.064], [0.039, 0.018, 0.020], [-0.036, -0.067, -0.010], [-0.033, 0.053, -0.108], [0.007, 0.152, -0.061], [0.032, -0.083, -0.292], [-0.177, 0.062, 0.082], [-0.101, 0.003, 0.079], [-0.004, 0.135, -0.046], [-0.026, 0.110, 0.117]], "gap_ev": 8.7, "e_homo_ev": -9.0, "spin_multiplicity": 1, "smiles": "O=C1O[C@@H](CCCSC(=S)N2CCOCC2)[C@](CCC(F)(F)C(F)(F)C(F)(F)C(F)(F)C(F)(F)C(F)(F)F)(P(=O)(O)O)O1"}